Formula: C52H127N11O10
Source: OMol25
Level of theory: ωB97M-V/def2-TZVPD

Bonds (Å) are listed after each position.
Positions of all 200 atoms, in Å:
1 O -3.74 4.78 -3.12  N18 1.486, H159 0.946
2 O -5.47 -1.19 5.75  C48 1.401, C71 1.380
3 O -1.41 -3.48 1.05  C66 1.273
4 O 0.29 -0.56 -0.70  C38 1.474, C55 1.468
5 O -0.85 3.36 5.70  C47 1.449, C65 1.417
6 O 7.99 -1.59 1.92  N21 1.406, H82 0.974
7 O 2.81 3.45 3.75  C23 1.384, C60 1.424
8 O -1.40 0.00 -5.38  C35 1.420, C54 1.364
9 O 4.51 -4.47 -6.06  N14 1.465, H182 0.991
10 O -3.90 -3.10 -1.68  C25 1.403, C59 1.381
11 N -3.09 -1.30 2.97  C44 1.455, H127 1.050, H184 1.016
12 N 0.82 -3.51 0.32  C66 1.372, H119 1.022, H164 1.018
13 N -5.40 -0.39 0.27  C58 1.523, H78 1.018, H177 0.999
14 N 3.12 -4.58 -5.61  O9 1.465, C33 1.526, C70 1.489
15 N -0.13 -5.42 1.27  C66 1.409, H125 1.019, H155 1.017
16 N 0.93 5.72 4.49  C49 1.456, H109 1.013, H191 1.025
17 N -0.88 0.97 2.45  C57 1.476, H108 1.045, H129 1.039
18 N -3.15 4.45 -1.80  O1 1.486, C56 1.512, C73 1.475
19 N -4.21 1.89 -6.84  C63 1.517, H162 1.010, H174 1.010
20 N -2.84 5.52 5.53  C62 1.470, H152 1.002, H167 0.997
21 N 6.80 -2.24 2.30  O6 1.406, C53 1.527, C68 1.440
22 C 1.46 -3.55 -4.11  C33 1.551, C52 1.554, H86 1.087, H117 1.085
23 C 1.48 3.52 3.38  O7 1.384, C49 1.547, H76 1.076, H116 1.104
24 C -1.65 2.15 -7.03  C63 1.462, H102 1.106, H133 1.073, H192 1.059
25 C -3.54 -4.42 -1.35  O10 1.403, H106 1.105, H118 1.144, H171 1.086
26 C 0.84 -0.86 2.48  C57 1.602, H85 1.085, H93 1.090, H200 1.124
27 C 1.65 5.81 2.17  C49 1.532, H92 1.117, H112 1.094, H175 1.080
28 C -2.92 5.08 0.52  C56 1.543, C72 1.561, H140 1.033, H194 1.103
29 C 1.66 -6.08 -4.32  C52 1.524, C70 1.521, H110 1.140, H165 1.084
30 C 3.92 -2.85 -3.91  C33 1.543, H75 1.074, H99 1.083, H128 1.097
31 C -4.79 6.01 -0.88  C56 1.511, H114 1.076, H115 1.114, H149 1.072
32 C 5.09 -3.57 1.15  C40 1.530, C53 1.455, H123 1.107, H173 1.066
33 C 2.79 -3.29 -4.86  N14 1.526, C22 1.551, C30 1.543, C42 1.515
34 C -1.98 2.61 -2.84  C73 1.531, H107 1.068, H148 1.071, H196 1.155
35 C -2.71 0.51 -5.56  O8 1.420, C63 1.535, H147 1.124, H190 1.119
36 C 6.29 -0.63 4.03  C68 1.520, H77 1.116, H158 1.086, H178 1.087
37 C -2.81 -1.90 5.35  C44 1.513, H120 1.082, H143 1.091, H166 1.093
38 C -0.62 -0.17 0.39  O4 1.474, C57 1.500, H97 1.110, H170 1.129
39 C -1.44 3.35 -0.50  C72 1.423, C73 1.597, H139 1.114, H185 1.075
40 C 4.00 -2.60 1.61  C32 1.530, C51 1.556, H90 1.054, H146 1.142
41 C 7.43 -4.03 0.96  C53 1.508, H88 1.103, H101 1.103, H172 1.121
42 C 2.65 -2.20 -5.90  C33 1.515, H105 1.119, H187 1.096, H195 1.092
43 C -4.31 0.01 -1.88  C58 1.503, H100 1.126, H156 1.054, H189 1.101
44 C -3.76 -1.69 4.20  N11 1.455, C37 1.513, C48 1.521, H168 1.067
45 C 3.42 -6.93 -5.85  C70 1.504, H94 1.116, H122 1.093, H130 1.127
46 C -3.04 3.42 4.07  C62 1.529, H98 1.149, H136 1.062, H169 1.087
47 C -2.15 3.25 6.34  O5 1.449, C62 1.556, H180 1.073, H198 1.085
48 C -4.81 -0.68 4.62  O2 1.401, C44 1.521, H137 1.036, H142 1.091
49 C 0.94 4.97 3.24  N16 1.456, C23 1.547, C27 1.532, H188 1.097
50 C 4.12 -5.92 -3.79  C70 1.497, H87 1.070, H138 1.118, H145 1.079
51 C 4.49 -1.82 2.87  C40 1.556, C68 1.542, H135 1.079, H199 1.132
52 C 1.29 -4.92 -3.39  C22 1.554, C29 1.524, H111 1.079, H176 1.070
53 C 6.39 -2.94 1.01  N21 1.527, C32 1.455, C41 1.508, C67 1.557
54 C -1.07 -1.00 -6.25  O8 1.364, H113 1.096, H126 1.083, H193 1.075
55 C -0.44 -0.99 -1.90  O4 1.468, H104 1.088, H157 1.101, H186 1.122
56 C -3.33 5.62 -0.86  N18 1.512, C28 1.543, C31 1.511, C69 1.546
57 C 0.12 0.28 1.61  N17 1.476, C26 1.602, C38 1.500, H74 1.110
58 C -5.02 -1.03 -1.06  N13 1.523, C43 1.503, C59 1.556, H89 1.057
59 C -4.23 -2.29 -0.61  O10 1.381, C58 1.556, H95 1.059, H179 1.100
60 C 3.21 2.11 4.01  O7 1.424, H121 1.057, H132 1.090, H197 1.077
61 C 5.82 0.02 1.72  C68 1.549, H83 1.056, H124 1.081, H160 1.098
62 C -3.11 4.08 5.45  N20 1.470, C46 1.529, C47 1.556, H91 1.117
63 C -2.82 1.28 -6.88  N19 1.517, C24 1.462, C35 1.535, H161 1.083
64 C -0.69 4.75 -2.60  C73 1.570, H141 1.047, H150 1.097, H183 1.060
65 C 0.07 2.78 6.62  O5 1.417, H131 1.098, H134 1.102, H153 1.079
66 C -0.31 -4.09 0.85  O3 1.273, N12 1.372, N15 1.409
67 C 6.50 -2.16 -0.34  C53 1.557, H96 1.131, H103 1.080, H163 1.107
68 C 5.89 -1.19 2.68  N21 1.440, C36 1.520, C51 1.542, C61 1.549
69 C -2.48 6.83 -1.31  C56 1.546, H80 1.122, H84 1.097, H144 1.092
70 C 3.07 -5.86 -4.85  N14 1.489, C29 1.521, C45 1.504, C50 1.497
71 C -6.49 -0.42 6.27  O2 1.380, H79 1.063, H81 1.112, H181 1.110
72 C -1.52 4.39 0.47  C28 1.561, C39 1.423, H151 1.137, H154 1.109
73 C -1.81 3.85 -1.97  N18 1.475, C34 1.531, C39 1.597, C64 1.570
74 H 0.96 0.92 1.25  C57 1.110
75 H 3.83 -1.79 -3.73  C30 1.074
76 H 1.36 2.98 2.45  C23 1.076
77 H 5.59 0.17 4.37  C36 1.116
78 H -6.12 -0.97 0.70  N13 1.018
79 H -7.24 -0.23 5.54  C71 1.063
80 H -2.80 7.79 -0.83  C69 1.122
81 H -6.10 0.55 6.66  C71 1.112
82 H 8.71 -2.07 2.36  O6 0.974
83 H 6.79 0.29 1.40  C61 1.056
84 H -2.57 6.95 -2.40  C69 1.097
85 H 0.81 -0.32 3.42  C26 1.085
86 H 1.23 -2.65 -3.54  C22 1.087
87 H 3.97 -5.25 -2.97  C50 1.070
88 H 7.46 -4.67 1.86  C41 1.103
89 H -5.84 -1.36 -1.64  C58 1.057
90 H 3.17 -3.19 1.91  C40 1.054
91 H -4.11 3.90 5.91  C62 1.117
92 H 1.15 6.81 2.14  C27 1.117
93 H 0.15 -1.71 2.45  C26 1.090
94 H 2.92 -6.75 -6.83  C45 1.116
95 H -4.77 -2.84 0.10  C59 1.059
96 H 6.81 -2.90 -1.14  C67 1.131
97 H -1.34 -0.98 0.63  C38 1.110
98 H -3.19 2.29 4.14  C46 1.149
99 H 3.85 -3.31 -2.93  C30 1.083
100 H -3.66 -0.54 -2.63  C43 1.126
101 H 7.24 -4.69 0.09  C41 1.103
102 H -1.77 2.97 -6.29  C24 1.106
103 H 7.17 -1.32 -0.42  C67 1.080
104 H -1.47 -0.63 -1.92  C55 1.088
105 H 2.21 -2.62 -6.84  C42 1.119
106 H -4.40 -5.11 -1.31  C25 1.105
107 H -2.78 2.05 -2.41  C34 1.068
108 H -1.60 0.27 2.73  N17 1.045
109 H 0.53 5.23 5.28  N16 1.013
110 H 0.96 -6.04 -5.23  C29 1.140
111 H 1.98 -4.95 -2.56  C52 1.079
112 H 2.64 5.98 2.62  C27 1.094
113 H -1.96 -1.53 -6.61  C54 1.096
114 H -5.37 5.17 -1.21  C31 1.076
115 H -5.16 6.30 0.13  C31 1.114
116 H 0.80 3.08 4.13  C23 1.104
117 H 0.72 -3.66 -4.89  C22 1.085
118 H -3.03 -4.38 -0.32  C25 1.144
119 H 0.56 -2.69 -0.24  N12 1.022
120 H -2.06 -2.65 5.14  C37 1.082
121 H 3.60 1.62 3.16  C60 1.057
122 H 4.47 -7.10 -6.11  C45 1.093
123 H 5.29 -4.31 1.95  C32 1.107
124 H 5.23 -0.21 0.85  C61 1.081
125 H -1.00 -5.86 1.55  N15 1.019
126 H -0.39 -1.68 -5.76  C54 1.083
127 H -3.68 -1.00 2.15  N11 1.050
128 H 4.95 -3.10 -4.19  C30 1.097
129 H -0.42 1.46 3.24  N17 1.039
130 H 3.09 -7.92 -5.43  C45 1.127
131 H 0.12 3.41 7.52  C65 1.098
132 H 4.02 2.13 4.74  C60 1.090
133 H -1.49 2.47 -8.04  C24 1.073
134 H 1.05 2.68 6.15  C65 1.102
135 H 3.79 -1.05 3.15  C51 1.079
136 H -2.05 3.48 3.70  C46 1.062
137 H -5.41 -0.45 3.81  C48 1.036
138 H 4.02 -6.96 -3.41  C50 1.118
139 H -0.36 3.11 -0.61  C39 1.114
140 H -3.65 4.42 0.84  C28 1.033
141 H -0.30 5.51 -2.00  C64 1.047
142 H -4.39 0.27 4.96  C48 1.091
143 H -2.46 -0.91 5.66  C37 1.091
144 H -1.39 6.76 -1.20  C69 1.092
145 H 5.13 -5.86 -4.18  C50 1.079
146 H 3.69 -1.82 0.84  C40 1.142
147 H -3.08 1.15 -4.72  C35 1.124
148 H -2.13 2.88 -3.87  C34 1.071
149 H -5.09 6.79 -1.57  C31 1.072
150 H -1.05 5.13 -3.56  C64 1.097
151 H -1.17 3.82 1.39  C72 1.137
152 H -2.05 5.74 4.96  N20 1.002
153 H -0.26 1.77 6.80  C65 1.079
154 H -0.72 5.13 0.29  C72 1.109
155 H 0.56 -6.04 0.85  N15 1.017
156 H -5.04 0.62 -2.33  C43 1.054
157 H -0.02 -0.69 -2.87  C55 1.101
158 H 7.25 -0.13 3.96  C36 1.086
159 H -3.61 5.71 -3.28  O1 0.946
160 H 5.35 0.85 2.27  C61 1.098
161 H -2.82 0.56 -7.69  C63 1.083
162 H -4.37 2.59 -6.13  N19 1.010
163 H 5.51 -1.78 -0.66  C67 1.107
164 H 1.39 -4.21 -0.15  N12 1.018
165 H 1.52 -7.06 -3.90  C29 1.084
166 H -3.42 -2.26 6.18  C37 1.093
167 H -3.58 5.99 5.03  N20 0.997
168 H -4.37 -2.54 3.98  C44 1.067
169 H -3.83 3.71 3.37  C46 1.087
170 H -1.22 0.70 -0.02  C38 1.129
171 H -2.86 -4.76 -2.12  C25 1.086
172 H 8.49 -3.68 0.90  C41 1.121
173 H 4.87 -4.05 0.22  C32 1.066
174 H -4.46 2.25 -7.75  N19 1.010
175 H 1.65 5.41 1.17  C27 1.080
176 H 0.26 -4.95 -3.12  C52 1.070
177 H -5.75 0.54 0.17  N13 0.999
178 H 6.26 -1.44 4.76  C36 1.087
179 H -3.31 -2.02 -0.07  C59 1.100
180 H -2.12 3.73 7.30  C47 1.073
181 H -6.95 -0.96 7.12  C71 1.110
182 H 4.43 -4.00 -6.93  O9 0.991
183 H 0.10 4.07 -2.80  C64 1.060
184 H -2.45 -2.04 2.69  N11 1.016
185 H -1.98 2.46 -0.23  C39 1.075
186 H -0.60 -2.10 -1.81  C55 1.122
187 H 2.01 -1.36 -5.61  C42 1.096
188 H -0.10 4.80 2.92  C49 1.097
189 H -3.60 0.53 -1.22  C43 1.101
190 H -3.47 -0.32 -5.54  C35 1.119
191 H 1.85 6.08 4.76  N16 1.025
192 H -0.74 1.67 -6.79  C24 1.059
193 H -0.54 -0.67 -7.12  C54 1.075
194 H -2.97 5.99 1.14  C28 1.103
195 H 3.63 -1.78 -6.16  C42 1.092
196 H -0.97 2.09 -2.62  C34 1.155
197 H 2.41 1.58 4.48  C60 1.077
198 H -2.46 2.22 6.49  C47 1.085
199 H 4.57 -2.57 3.71  C51 1.132
200 H 1.85 -1.04 2.03  C26 1.124

Calculated values
SMILES: CC1(C)CCCC(C)(C)N1O.CC1(C)CCCC(C)(C)N1O.CC1(C)CCCC(C)(C)N1O.COC[C@H](C)N.COC[C@H](C)N.COC[C@H](C)N.COC[C@H](C)N.COC[C@H](C)N.COC[C@H](C)N.NC(N)=O
Frontier orbital gap, Ha: 0.3208
Lowest unoccupied orbital energy, eV: 0.24
Total energy, eV: -92841.3034
ΔE to the lowest compared entry with this formula, charge and spin, kcal per mole: 0.00

Here are the Löwdin charges for atoms 1 to 2, given in e:
1. O -0.04
2. O -0.19